[1]
Here is a 5-piece molecular cluster, C39H36F4O15 overall at a distorted geometry from the OMol25 dataset. Energies are from ωB97M-V with the def2-TZVPD basis set.

The geometry in ORCA input format:
```
! RIJCOSX wB97M-V def2-TZVPD def2/J DEFGRID3
* xyz 0 1
C 4.00417 -4.60915 -0.72847
C 4.89990 -3.83495 -0.99570
C 6.03708 -2.93127 -1.39416
C 5.50858 -1.96042 -2.50091
C 5.95630 -0.47209 -2.33909
C 5.31982 0.26047 -1.15581
C 5.87451 0.12690 0.05051
C 5.30488 0.81412 1.26764
O 5.96470 0.99946 2.26500
C 3.85105 1.25985 1.16888
C 3.16976 1.45985 2.35539
C 1.83738 1.89230 2.28945
C 1.10296 2.07656 3.55186
C 0.42672 1.77982 4.49850
C 1.20228 2.13163 1.06547
C 1.92188 1.90576 -0.12156
C 1.16637 2.14252 -1.43253
C 0.27932 0.93623 -1.89468
C 1.22313 -0.25009 -2.20311
O -0.71197 0.63126 -0.91557
C -1.45020 -0.51436 -1.31109
C -2.81209 -0.61212 -0.63589
C -3.90992 -1.00965 -1.41997
C -5.18572 -1.16681 -0.89211
C -5.42324 -0.93963 0.47325
C -4.33788 -0.52311 1.24931
C -3.05668 -0.37084 0.71482
C 3.25086 1.45502 -0.10223
C 4.09595 1.17394 -1.32110
O 3.91396 1.63693 -2.42687
H 3.25220 -5.37863 -0.76652
H 6.83717 -3.60648 -1.74074
H 6.39670 -2.43544 -0.48106
H 5.93906 -2.31669 -3.45450
H 4.41306 -2.04432 -2.52461
H 5.62572 0.05770 -3.25209
H 7.05104 -0.39466 -2.21763
H 6.76370 -0.49301 0.22291
H 3.65680 1.28216 3.31489
H -0.15557 1.51505 5.36388
H 0.17217 2.48607 1.02294
H 1.80499 2.39589 -2.28793
H 0.50114 3.01607 -1.27640
H -0.25679 1.28991 -2.80375
H 2.06940 0.06545 -2.83597
H 1.60235 -0.62278 -1.23199
H 0.73674 -1.08579 -2.73251
H -1.64091 -0.41959 -2.40390
H -0.92052 -1.47290 -1.13704
H -3.74336 -1.19962 -2.48711
H -5.99707 -1.47565 -1.55848
H -6.42748 -1.09151 0.88040
H -4.54845 -0.35173 2.31173
H -2.23481 -0.05980 1.36268
O 8.93641 -1.50209 -4.93065
C 9.81577 -1.30990 -4.16032
O 9.90553 -1.89709 -2.93153
C 11.16819 -1.50866 -2.38259
C 11.46791 -0.23843 -3.13171
F 12.80095 -0.07352 -3.31025
O 10.86296 -0.46778 -4.38991
H 11.90490 -2.28986 -2.57838
H 11.09567 -1.35479 -1.30781
H 11.04588 0.66257 -2.68133
O -8.08135 -1.97233 1.68754
C -8.12925 -3.09297 1.29991
O -7.24185 -4.05786 1.64486
C -7.71407 -5.28550 1.08762
C -8.57873 -4.80403 -0.04556
F -9.61985 -5.64260 -0.26427
O -9.07702 -3.57206 0.44484
H -8.28315 -5.83232 1.84158
H -6.88745 -5.90728 0.75070
H -8.04347 -4.63489 -0.98222
O -1.80735 1.90241 2.39434
C -2.53707 2.59357 1.76323
O -3.88337 2.62683 1.91774
C -4.37829 3.66876 1.07240
C -3.28993 3.78607 0.04260
F -3.16865 5.05939 -0.40761
O -2.12715 3.44780 0.78001
H -4.50194 4.58052 1.65672
H -5.33703 3.39963 0.63780
H -3.39489 3.10748 -0.80675
O -6.87471 5.01348 2.23964
C -7.04193 4.08912 2.96541
O -6.98613 2.78514 2.57460
C -7.10545 1.99430 3.76088
C -7.80312 2.93580 4.70398
F -7.42639 2.71983 5.98732
O -7.32290 4.20195 4.29306
H -6.11003 1.71354 4.11072
H -7.67991 1.08954 3.57107
H -8.89288 2.91844 4.63591
*
```

Calculated values
SMILES string: C#CCCCC1=CC(=O)c2cc(C#C)cc(C[C@@H](C)OCc3ccccc3)c2C1=O.O=C1OC[C@@H](F)O1.O=C1OC[C@@H](F)O1.O=C1OC[C@@H](F)O1.O=C1OC[C@@H](F)O1
highest occupied orbital energy: -8.90 eV
frontier orbital gap: 8.13 eV

=====

[2]
Here is C39H36GeIN9NaS3 as an isolated structure at a distorted geometry from the OMol25 dataset. Energies are from ωB97M-V with the def2-TZVPD basis set.

The geometry in ORCA input format:
```
! RIJCOSX wB97M-V def2-TZVPD def2/J DEFGRID3
* xyz -2 2
Na 0.31098 -0.31410 -2.27183
C -2.41196 -0.53739 3.40026
N -1.12643 -1.21479 3.44289
C -1.05484 -2.28724 4.42121
C -0.55114 -1.47025 2.18955
N -1.12220 -1.09460 1.12556
N 0.69472 -2.12275 2.33347
C 1.52847 -2.42600 1.24584
N 2.82501 -2.00342 1.43040
N 1.08358 -3.11806 0.27487
H -2.62868 -0.13425 4.39117
H -3.22209 -1.21047 3.08907
H -2.35985 0.27334 2.68080
H -1.65416 -2.00383 5.28574
H -0.03384 -2.45457 4.76513
H -1.43968 -3.23728 4.02565
H -0.61029 -1.28710 0.26811
H 1.20479 -1.81520 3.14774
H 2.91372 -1.11706 1.91312
H 3.37916 -2.02061 0.58497
H 1.76915 -3.20298 -0.47030
S -0.18287 1.66145 -4.38528
C -1.88283 1.59019 -4.34463
S -2.46887 0.13235 -3.69246
C -2.69968 2.59656 -4.84779
C -2.16162 3.79060 -5.38832
N -1.75818 4.77728 -5.83203
C -4.11221 2.50485 -4.85980
N -5.26530 2.46634 -4.90899
S 4.74319 -2.49013 -2.84800
C 5.06743 -1.13369 -1.85291
C 3.94129 -0.45736 -1.48745
C 2.71090 -0.99726 -1.98619
C 2.96430 -2.09201 -2.74549
C 2.02200 -2.94361 -3.44389
C 2.42844 -4.04121 -4.22611
C 1.48538 -4.79594 -4.88927
C 0.14123 -4.46446 -4.76720
C -0.17974 -3.37939 -3.96880
N 0.71477 -2.64012 -3.32264
H 6.09414 -0.91286 -1.59067
H 3.98997 0.41839 -0.85163
H 3.48203 -4.27197 -4.30103
H 1.79381 -5.63676 -5.50004
H -0.62862 -5.02411 -5.28118
H -1.21519 -3.08016 -3.83132
C 1.79077 3.35023 -1.21868
Ge 0.92952 1.82066 -0.20450
C 2.16135 1.72177 1.40660
C 1.66790 1.19490 2.60683
C 2.49860 0.91127 3.68229
C 3.86758 1.14122 3.58684
C 4.37783 1.69829 2.42157
C 3.53255 1.98902 1.35692
C -0.60679 2.79692 0.73525
C -1.86222 2.28755 0.49617
C -3.03462 2.86497 1.02670
C -2.96147 3.98892 1.79754
C -1.70589 4.57837 2.06833
C -1.60818 5.76659 2.83179
C -0.39624 6.33610 3.10112
C 0.78151 5.72495 2.62766
C 0.71511 4.57977 1.88206
C -0.52180 3.96960 1.55476
H 2.23734 4.13479 -0.60010
H 1.02311 3.80293 -1.85016
H 2.56104 2.94439 -1.88025
H 0.59849 1.02044 2.69048
H 2.08329 0.50881 4.60257
H 4.52563 0.89764 4.41312
H 5.44058 1.90460 2.34303
H 3.94521 2.44697 0.46161
H -1.96008 1.40284 -0.12391
H -3.99567 2.40860 0.81534
H -3.85605 4.44474 2.21064
H -2.52500 6.22249 3.19381
H -0.33555 7.25189 3.67877
H 1.74229 6.17214 2.85580
H 1.62098 4.10585 1.53612
I -4.66318 -0.70832 -0.16853
C -3.91439 -2.63141 -0.57405
C -4.79033 -3.70634 -0.66413
C -4.23106 -4.95893 -0.85934
C -2.85239 -5.08369 -0.95296
C -2.07424 -3.93740 -0.85401
N -2.61546 -2.73268 -0.67670
H -5.85874 -3.56669 -0.58409
H -4.86754 -5.83374 -0.92351
H -2.39144 -6.05106 -1.10313
H -0.99057 -3.95834 -0.86595
*
```

Calculated values
<S²>: 0.758
highest occupied orbital energy (alpha / beta): -1.43 / -1.43 eV
frontier orbital gap (alpha / beta): 5.00 / 3.95 eV

=====

[3]
Here is C39H36IN4O3P2ReS2 as an isolated structure at a distorted geometry from the OMol25 dataset. Energies are from ωB97M-V with the def2-TZVPD basis set.

The geometry in ORCA input format:
```
! RIJCOSX wB97M-V def2-TZVPD def2/J DEFGRID3
* xyz 1 4
Re 1.15126 -0.13323 0.49450
S 0.45185 1.80569 -0.98232
P -1.37901 0.99587 -0.58699
C -0.98826 -0.18699 0.66008
P -1.12578 0.40525 2.31584
S 0.40472 1.65836 2.59406
C -0.84242 -1.09152 3.34649
C 1.21328 -1.65374 4.46399
C 1.03345 -3.11772 4.71378
C 0.03446 -3.91042 4.26333
C -1.06451 -3.55832 3.43658
C -1.37988 -2.29391 2.95575
C -2.74601 1.04926 2.78388
C -2.85744 2.24096 3.48788
C -4.10897 2.67720 3.89670
C -5.23610 1.92288 3.60554
C -5.12246 0.73251 2.89997
C -3.87788 0.29369 2.48350
C -2.61551 2.27570 -0.31721
C -2.22331 3.53062 0.13701
C -3.18573 4.50124 0.36411
C -4.52536 4.21259 0.14707
C -4.91307 2.95840 -0.30485
C -3.95888 1.98360 -0.54226
C -1.94674 0.07836 -2.04079
C -2.39359 -1.23233 -1.92807
C -2.86444 -1.89394 -3.05387
C -2.89275 -1.24745 -4.28050
C -2.44140 0.06168 -4.39275
C -1.96413 0.72574 -3.27540
H 1.74756 -1.20393 5.29916
H 1.81228 -3.55926 5.32501
H 0.08969 -4.95505 4.54742
H -1.69085 -4.37705 3.10473
H -2.12015 -2.22306 2.16929
H -1.96674 2.81494 3.71387
H -4.20406 3.60148 4.45155
H -6.21026 2.26487 3.93104
H -6.00530 0.14636 2.67908
H -3.77643 -0.63132 1.92826
H -1.17256 3.73833 0.29766
H -2.89204 5.48326 0.71126
H -5.27521 4.97240 0.32718
H -5.96002 2.74329 -0.47521
H -4.24407 1.00608 -0.91257
H -2.36013 -1.72022 -0.96093
H -3.21341 -2.91584 -2.97512
H -3.25934 -1.76696 -5.15566
H -2.46075 0.56010 -5.35352
H -1.59867 1.74437 -3.34435
N 3.34514 0.31421 1.04841
C 3.63494 0.38327 2.49354
C 3.41700 -0.97222 3.18318
C 1.97670 -1.40121 3.17902
O 0.00689 -0.88017 4.37009
O 1.34220 -1.48581 2.12628
H 4.00815 -0.30477 0.59444
H 3.48962 1.23092 0.62344
H 2.98118 1.13394 2.93323
H 4.66898 0.68896 2.66548
H 3.79459 -0.91983 4.20231
H 3.98575 -1.73610 2.64111
N 1.45418 -0.33179 -5.14583
C 0.99872 -1.56871 -4.83858
O 0.53562 -2.32560 -5.66712
C 1.11603 -2.00533 -3.40148
C 0.98962 -3.36099 -3.12038
C 1.07505 -3.77692 -1.80278
C 1.23827 -2.83389 -0.80827
N 1.31813 -1.51439 -1.06050
C 1.27831 -1.12425 -2.34978
H 1.37180 -0.03284 -6.10241
H 1.83907 0.30908 -4.47672
H 0.83297 -4.05371 -3.93653
H 1.00960 -4.82264 -1.53856
H 1.28684 -3.12094 0.23347
H 1.38026 -0.06045 -2.50831
I 4.91447 3.55525 -0.17573
C 5.32626 2.15513 -1.70958
C 6.46709 2.30882 -2.48286
C 6.67340 1.39505 -3.50379
C 5.75328 0.37725 -3.70452
C 4.65844 0.31221 -2.86007
N 4.44455 1.18970 -1.87673
H 7.16823 3.10705 -2.28926
H 7.54664 1.48158 -4.13684
H 5.88429 -0.35306 -4.49051
H 3.91281 -0.46964 -2.96005
*
```

Calculated values
<S²>: 3.821
highest occupied orbital energy (alpha / beta): -9.33 / -9.41 eV
frontier orbital gap (alpha / beta): 6.86 / 5.83 eV

=====

[4]
Here is C39H36N6O2PSTa as an isolated structure at a distorted geometry from the OMol25 dataset. Energies are from ωB97M-V with the def2-TZVPD basis set.

The geometry in ORCA input format:
```
! RIJCOSX wB97M-V def2-TZVPD def2/J DEFGRID3
* xyz 0 1
Ta -0.47238 -0.54507 -1.37934
N -1.71718 1.48183 1.60246
P -0.45488 0.29273 1.49786
C -0.93008 -0.49997 3.09416
C -2.15338 -1.16307 3.12146
C -2.65778 -1.64757 4.31366
C -1.94868 -1.47467 5.49126
C -0.72268 -0.83217 5.46326
C -0.21028 -0.34787 4.27116
C 0.93652 1.35653 2.04506
C 2.18612 0.74203 2.08966
C 3.32082 1.47413 2.37806
C 3.22342 2.83573 2.61366
C 1.98202 3.45043 2.59356
C 0.84302 2.71813 2.30576
C -2.84588 1.63633 0.82956
C -4.02628 2.10533 1.42796
C -5.13688 2.30873 0.63966
C -5.05368 2.05183 -0.72364
C -3.84838 1.59983 -1.22254
N -2.77008 1.39483 -0.47704
H -1.90378 1.71033 2.57666
H -2.70438 -1.29427 2.19916
H -3.61358 -2.15087 4.32626
H -2.34868 -1.84357 6.42516
H -0.16698 -0.69507 6.37926
H 0.74552 0.15313 4.26326
H 2.24342 -0.31867 1.89806
H 4.28512 0.98743 2.41446
H 4.11222 3.41813 2.80756
H 1.90602 4.50913 2.79456
H -0.11588 3.21263 2.25626
H -4.05808 2.29533 2.49236
H -6.05728 2.66173 1.08046
H -5.90008 2.20383 -1.37294
H -3.72588 1.39603 -2.27724
C 4.42862 -1.41927 -1.52374
C 4.93082 -0.27617 -0.91834
C 4.07922 0.77953 -0.66774
C 2.71902 0.67643 -1.00054
N 2.24632 -0.46297 -1.51664
C 3.07232 -1.46197 -1.78304
C 1.77952 1.80073 -0.90524
C 2.29572 3.08303 -0.67794
C 1.48702 4.19813 -0.68984
C 0.14882 4.04393 -1.00254
C -0.36148 2.77823 -1.23954
C 0.39942 1.61493 -1.14774
H 5.06522 -2.24607 -1.79144
H 5.97822 -0.20897 -0.66464
H 4.46482 1.67813 -0.21434
H 2.62682 -2.33397 -2.24084
H 3.35062 3.22843 -0.50714
H 1.89672 5.17803 -0.48334
H -0.49808 4.90743 -1.07084
H -1.40318 2.69453 -1.50504
C 0.82022 1.24673 -4.18304
C -0.42868 0.44983 -4.37154
C -1.04098 0.25003 -5.57804
C -2.15418 -0.58477 -5.34124
C -2.16938 -0.85877 -4.00124
C -3.14158 -1.76637 -3.32584
N -1.11498 -0.21717 -3.37214
H 1.20582 1.50273 -5.16944
H 1.59142 0.68963 -3.65024
H 0.63542 2.17833 -3.64764
H -0.73578 0.63763 -6.53184
H -2.84998 -0.93917 -6.07914
H -3.89368 -2.07137 -4.05004
H -3.63848 -1.28697 -2.48254
H -2.64078 -2.66287 -2.95644
S -2.30408 -1.42167 -0.30224
C 1.24792 -4.81427 2.34056
N 1.06192 -4.28967 1.00846
C 1.06282 -5.10107 -0.07314
C 0.77162 -4.64897 -1.31184
C 0.44252 -3.25427 -1.44044
O 0.06802 -2.70717 -2.49624
N 0.56592 -2.45997 -0.36214
C 0.84832 -2.90727 0.86676
O 0.93462 -2.16717 1.83556
H 1.09322 -5.89207 2.34006
H 0.52472 -4.33707 3.00066
H 2.24712 -4.57967 2.71116
H 1.30842 -6.13747 0.11336
H 0.73452 -5.28507 -2.17844
*
```

Calculated values
highest occupied orbital energy: -6.85 eV
frontier orbital gap: 6.64 eV